Record 1
Entry from the OMol25 dataset: a cluster of 10 separate species, C60H150N10 in total at a distorted geometry (ωB97M-V/def2-TZVPD).

Geometry (Å):
C: -0.1389 1.3704 -4.6401
C: -0.8687 0.3851 -5.5682
N: -0.3422 0.3622 -6.9196
C: -0.6403 1.5602 -7.6550
C: -2.1451 1.8447 -7.8653
C: 0.9984 -0.2188 -6.9762
C: 1.1275 -1.6920 -6.6769
H: -0.2412 2.4004 -4.9636
H: 0.9568 1.2665 -4.4948
H: -0.5699 1.4156 -3.6656
H: -0.8288 -0.6615 -5.1137
H: -1.9503 0.6893 -5.6121
H: -0.1063 2.4722 -7.2993
H: -0.2461 1.5176 -8.6897
H: -2.5944 0.9543 -8.3265
H: -2.6504 2.0850 -6.9179
H: -2.1455 2.7843 -8.4283
H: 1.5494 0.3074 -6.1474
H: 1.5084 0.1094 -7.8964
H: 0.5957 -1.8955 -5.7438
H: 2.2201 -1.9230 -6.5275
H: 0.7398 -2.3211 -7.4885
C: 1.0379 -2.0346 2.9042
C: 2.0147 -2.1539 1.7344
N: 2.9111 -3.2597 1.7469
C: 3.7979 -3.2866 2.9041
C: 4.8004 -2.1603 2.9693
C: 3.7040 -3.4025 0.4980
C: 2.8821 -3.9131 -0.7301
H: 0.5025 -2.9769 2.9768
H: 0.3814 -1.1596 2.7538
H: 1.5150 -1.8560 3.8401
H: 1.4646 -2.3064 0.7710
H: 2.5815 -1.1949 1.6055
H: 3.1797 -3.3051 3.8249
H: 4.2735 -4.2620 2.9944
H: 5.5154 -2.2375 3.7866
H: 5.4882 -2.1700 2.1069
H: 4.3971 -1.1626 3.0200
H: 4.5204 -4.0653 0.7567
H: 4.1507 -2.4420 0.2333
H: 2.2048 -4.7347 -0.4130
H: 3.6138 -4.3683 -1.4040
H: 2.3862 -3.0785 -1.2643
C: 1.7600 2.6068 3.5992
C: 2.2957 1.4538 4.3793
N: 3.0854 1.9323 5.4898
C: 2.3111 2.4200 6.6121
C: 3.1325 3.0791 7.7279
C: 4.1808 1.0103 5.7821
C: 3.8851 -0.4171 6.2110
H: 1.0191 2.2876 2.8744
H: 2.6103 3.0010 3.0017
H: 1.3827 3.3739 4.2494
H: 1.4273 0.8942 4.7075
H: 2.9298 0.7942 3.7306
H: 1.6168 3.1465 6.1575
H: 1.6333 1.6618 7.0130
H: 3.7378 3.8394 7.3218
H: 2.4877 3.5099 8.4696
H: 3.7397 2.2825 8.1791
H: 4.8484 1.4724 6.5475
H: 4.8131 0.9633 4.8970
H: 4.7968 -0.9363 6.4976
H: 3.4508 -1.0773 5.4251
H: 3.2076 -0.5889 7.0446
C: 6.3320 -0.6683 -1.3499
C: 5.1724 0.2746 -1.7168
N: 5.2228 0.7780 -3.0732
C: 4.2284 1.8178 -3.2303
C: 4.4294 3.0032 -2.2571
C: 5.1089 -0.2897 -4.0968
C: 3.9146 -1.2190 -3.9591
H: 6.4854 -0.7997 -0.2606
H: 7.2040 -0.2258 -1.8446
H: 6.1358 -1.6673 -1.7632
H: 4.1861 -0.1911 -1.6061
H: 5.1219 1.0753 -1.0138
H: 3.1988 1.3880 -3.1680
H: 4.2732 2.1897 -4.2888
H: 4.0287 2.8286 -1.2563
H: 3.8784 3.8228 -2.7127
H: 5.4569 3.3039 -2.1372
H: 5.1171 0.2536 -5.0577
H: 6.0106 -0.8520 -4.0028
H: 2.9985 -0.6156 -3.8953
H: 3.8192 -1.8704 -4.8117
H: 3.9479 -1.8908 -3.1249
C: -4.3770 1.3790 -1.1094
C: -4.1329 0.0325 -1.7037
N: -4.3832 -0.0684 -3.1467
C: -3.8251 -1.3692 -3.5700
C: -4.5599 -2.6262 -3.0941
C: -5.8127 0.2170 -3.4772
C: -6.0668 0.2906 -5.0270
H: -4.1497 1.3476 -0.0259
H: -5.4181 1.6573 -1.1803
H: -3.7350 2.1064 -1.6379
H: -3.1051 -0.2562 -1.5237
H: -4.7866 -0.6503 -1.1624
H: -3.8646 -1.3881 -4.6724
H: -2.7940 -1.5035 -3.2069
H: -4.2719 -2.8432 -2.0471
H: -5.6233 -2.3934 -3.0201
H: -4.4135 -3.4307 -3.7785
H: -5.9471 1.1904 -3.0117
H: -6.4890 -0.4637 -2.9793
H: -5.3543 0.9303 -5.5366
H: -7.0946 0.6818 -5.2665
H: -5.9986 -0.6819 -5.5022
C: 0.6333 -0.9947 -2.3202
C: -0.5466 -0.5262 -1.4601
N: -0.0929 -0.0297 -0.1735
C: 1.0693 0.9125 -0.1940
C: 0.9403 2.2615 -1.0137
C: -1.1775 0.4983 0.6170
C: -2.1970 -0.4978 1.1628
H: 1.3378 -1.5729 -1.6962
H: 1.2428 -0.1705 -2.6986
H: 0.3207 -1.6511 -3.1247
H: -1.1180 0.2704 -2.0125
H: -1.1509 -1.3803 -1.2309
H: 1.2852 1.1482 0.8546
H: 1.9388 0.3635 -0.5934
H: 0.8428 2.1168 -2.1113
H: 0.0624 2.8433 -0.6661
H: 1.8061 2.9004 -0.8390
H: -1.7216 1.2751 0.0894
H: -0.7181 0.9938 1.4615
H: -2.9258 0.0602 1.6967
H: -1.6415 -1.1890 1.8082
H: -2.7636 -1.0270 0.4018
C: -1.2191 4.6437 1.6909
C: -2.5843 4.1968 2.2081
N: -2.5322 2.9684 2.9722
C: -3.8182 2.2515 2.9458
C: -4.9281 3.0302 3.6280
C: -1.8881 3.1735 4.2794
C: -1.4795 1.8920 4.9972
H: -1.3873 5.5828 1.1617
H: -0.8751 3.8777 1.0295
H: -0.4431 4.8464 2.4530
H: -3.0649 4.9852 2.7793
H: -3.2171 4.0237 1.3328
H: -4.0629 2.1545 1.8861
H: -3.6488 1.2937 3.4595
H: -4.7061 3.3128 4.6354
H: -5.2532 3.9514 3.1482
H: -5.8192 2.4102 3.7605
H: -2.4327 3.9040 4.9186
H: -0.9394 3.6583 3.9704
H: -1.0690 1.1728 4.2628
H: -2.3748 1.4368 5.4533
H: -0.7798 2.0796 5.8172
C: -2.3571 -3.8847 3.7002
C: -3.5827 -4.5422 4.3289
N: -4.3184 -3.6086 5.1779
C: -3.4912 -3.0370 6.2344
C: -2.8477 -4.0287 7.1506
C: -5.5445 -4.2772 5.5938
C: -6.3587 -3.4717 6.5772
H: -1.9938 -4.6218 2.9896
H: -1.6328 -3.7391 4.5111
H: -2.6651 -2.9616 3.2059
H: -4.3206 -4.8791 3.5718
H: -3.2613 -5.4643 4.8425
H: -4.1059 -2.3452 6.7989
H: -2.7616 -2.3938 5.7676
H: -1.9650 -4.5378 6.7693
H: -3.5114 -4.8197 7.5134
H: -2.4808 -3.4997 8.0149
H: -6.1376 -4.4108 4.6689
H: -5.3262 -5.2416 6.0129
H: -7.4070 -3.7243 6.4392
H: -6.0711 -3.6720 7.6188
H: -6.2975 -2.3681 6.4497
C: 4.9966 6.6615 -2.1881
C: 3.8218 7.0098 -1.3192
N: 2.7696 5.9934 -1.4302
C: 1.9054 6.2568 -2.6144
C: 1.0400 5.0560 -2.9282
C: 2.0306 5.9174 -0.2204
C: 2.8626 5.3432 0.9173
H: 5.3578 5.6575 -1.8415
H: 5.8064 7.3883 -2.1883
H: 4.7106 6.4523 -3.2183
H: 4.1019 7.0152 -0.2954
H: 3.4225 8.0259 -1.5554
H: 1.2212 7.1339 -2.4770
H: 2.6396 6.4834 -3.4025
H: 0.4432 4.8590 -2.0606
H: 0.3869 5.1560 -3.7759
H: 1.6633 4.1686 -3.0965
H: 1.2275 5.2121 -0.4342
H: 1.5490 6.8804 0.0767
H: 3.7405 5.9404 1.0331
H: 3.2476 4.3586 0.6934
H: 2.3257 5.3534 1.8810
C: -0.8969 -4.0750 -4.4590
C: -1.6793 -5.1669 -3.7969
N: -1.8778 -4.8866 -2.3764
C: -2.9477 -5.6364 -1.7446
C: -2.6498 -7.1470 -1.5070
C: -0.6886 -4.8029 -1.5543
C: -0.9492 -4.4473 -0.0905
H: -0.8579 -4.1102 -5.5603
H: 0.1188 -4.1061 -4.0918
H: -1.4149 -3.1764 -4.1423
H: -2.6730 -5.1795 -4.2969
H: -1.1481 -6.1655 -3.9450
H: -3.1073 -5.1376 -0.7738
H: -3.8592 -5.5048 -2.3293
H: -3.4415 -7.5470 -0.8907
H: -2.6077 -7.6755 -2.4379
H: -1.7861 -7.3744 -0.9039
H: -0.0762 -4.0640 -2.0557
H: -0.0999 -5.7307 -1.6229
H: -0.0071 -4.1663 0.3915
H: -1.4787 -5.1863 0.4932
H: -1.5774 -3.5538 -0.1574

Cartesian forces, eV/Å:
0.6 0.6 -0.1
-0.4 -0.5 0.8
-0.7 -1.3 -0.3
0.5 0.7 -1.2
1.0 0.2 1.0
0.7 2.2 0.9
0.6 -0.3 -0.2
-0.2 0.3 -0.5
-0.6 -0.5 -0.2
-0.4 -0.4 0.8
-0.2 1.3 -0.6
1.0 -0.5 0.2
-0.4 -0.2 0.4
0.1 -0.6 0.4
-0.1 0.6 -0.1
0.0 -0.2 -0.3
-0.5 -0.5 -0.4
0.2 -0.4 -0.7
-0.3 -0.4 0.1
0.2 -0.3 -0.2
-1.1 0.1 -0.1
0.0 0.1 0.3
0.0 0.0 -1.0
-0.4 1.1 -1.5
1.1 -1.3 0.2
-0.8 -0.2 1.1
1.6 0.0 -0.4
-1.4 0.2 0.2
0.7 -0.1 0.8
-0.5 0.1 0.1
0.0 -0.6 -0.2
0.6 0.1 0.8
0.0 0.6 0.8
-0.3 -0.2 0.1
0.1 0.4 -0.4
0.4 -0.1 -0.5
-0.3 -0.2 0.5
-0.4 0.0 -0.1
-0.5 0.3 0.0
0.1 -0.3 -0.2
0.2 0.3 -0.2
0.1 0.7 -0.3
-0.2 0.1 -0.2
0.1 -0.8 0.4
1.3 0.3 -1.6
0.0 -0.3 -0.1
1.3 -0.7 0.2
-0.7 0.6 -0.5
-0.6 -1.9 -0.5
0.7 0.6 0.9
-0.6 -1.4 -0.4
-0.4 0.0 0.0
-0.6 0.2 0.4
-0.3 0.4 0.1
-0.2 -0.8 0.3
-0.6 0.5 0.5
0.2 0.1 0.4
0.0 -0.4 0.3
0.9 0.9 -0.4
-0.4 0.1 0.4
0.0 0.5 0.2
-0.6 -0.2 -0.4
0.0 0.0 -0.2
0.3 0.1 0.0
0.2 0.7 0.1
-0.1 0.6 0.3
-0.5 0.0 -0.4
-0.4 -1.1 0.2
0.3 0.0 -0.2
0.0 0.3 -0.7
-1.0 -0.5 -0.7
-0.1 1.0 0.6
-0.6 0.8 -0.5
-0.1 0.3 -0.6
0.2 -0.3 0.4
0.3 0.2 0.0
-0.1 -0.6 0.4
0.4 0.8 0.3
0.2 0.4 0.4
0.2 -0.2 0.8
-0.1 0.0 -0.2
0.0 0.3 0.4
0.5 -0.1 -0.2
-0.1 -0.5 0.2
0.8 -0.5 -0.3
0.1 -0.4 0.0
0.0 -0.1 -0.6
0.2 -0.1 0.8
0.6 0.7 0.3
-0.7 -0.2 -0.3
0.4 -0.4 0.4
-0.7 -0.3 -1.0
-0.6 1.3 1.5
1.6 0.4 -1.1
-0.9 0.2 0.9
0.1 0.1 -0.6
-0.2 0.3 -0.1
-0.4 0.0 0.4
0.1 -0.1 0.0
-0.1 -0.6 0.2
0.4 0.1 0.3
-0.1 0.7 -0.4
0.1 -0.4 -0.7
-0.2 -0.3 -0.3
0.2 -0.8 -0.2
-0.4 0.1 -0.4
-0.4 -0.5 0.1
0.2 0.2 0.2
0.9 -0.3 0.4
0.0 -0.3 0.1
0.5 -0.1 0.8
1.2 0.9 -0.5
1.0 0.6 0.1
-0.3 0.0 -0.9
-0.8 -0.7 0.4
-0.2 0.1 0.2
1.2 -0.4 -0.5
-0.4 0.1 -0.1
-0.3 0.0 -0.2
-0.1 0.1 -0.3
0.1 -0.7 0.3
-0.8 -0.4 -0.2
0.0 0.0 -0.2
-0.2 0.2 0.2
0.1 -0.1 0.7
0.3 -0.3 -0.2
0.1 -0.1 0.0
-0.3 0.5 -0.4
0.0 0.2 0.4
-0.5 0.4 0.9
-0.5 -0.1 -0.1
0.2 -0.3 -0.2
-0.4 0.7 0.6
0.4 -0.2 0.0
0.1 -0.7 0.1
0.7 1.1 0.7
-1.1 -0.4 0.2
1.0 0.5 -1.0
-1.1 -0.3 -0.1
0.3 0.0 -0.3
0.5 -0.3 -0.5
-0.5 -0.2 -0.2
-0.2 0.5 0.2
0.0 0.0 0.0
0.0 -0.6 0.2
-0.3 0.1 -0.4
0.6 0.2 0.8
0.2 -0.1 -0.4
-0.1 -0.1 -0.3
0.1 -0.4 -0.1
-0.5 0.0 0.6
0.0 0.3 0.4
0.3 -0.1 -0.1
0.0 0.0 -0.3
-0.8 -0.8 0.4
-0.4 0.4 -0.5
0.2 -0.4 -0.4
-0.8 -0.1 -0.4
0.6 -0.6 0.8
-0.1 1.3 -0.6
-0.3 0.7 0.5
0.5 0.3 -0.2
0.1 0.3 -0.6
0.4 0.0 0.0
0.5 0.2 0.1
-0.1 0.1 0.2
-0.2 0.0 0.2
0.4 0.1 -0.2
0.0 0.0 -0.5
-0.2 0.2 -0.1
0.1 0.2 0.6
0.3 -0.2 0.4
0.0 -0.9 0.3
-0.1 -0.1 0.3
-0.1 0.0 -0.2
0.1 -0.7 -0.3
0.5 -1.6 0.0
-0.8 0.5 -1.0
0.1 1.0 -1.2
0.6 0.2 0.3
0.9 -0.5 0.0
-1.1 -0.7 0.8
-0.5 0.3 0.4
0.1 1.0 -0.1
0.0 0.0 0.1
-0.1 0.3 -0.1
0.6 0.3 0.7
0.1 -0.4 0.1
0.6 -0.2 0.1
-0.6 0.0 -0.1
-0.6 -0.3 0.3
-0.2 0.4 -0.4
-0.1 0.2 0.0
-0.2 0.1 0.4
0.3 -0.2 -0.1
0.6 0.4 0.5
-0.3 -0.5 -0.1
0.1 -0.1 -0.4
0.1 0.2 -0.3
-0.1 -1.4 0.0
-1.0 0.3 -0.1
0.6 -0.3 0.6
-0.8 1.0 0.4
0.4 -0.8 -0.5
0.2 1.1 -1.0
-0.2 -0.2 0.4
0.4 0.4 0.0
0.3 0.6 -0.1
0.4 -0.4 0.5
-0.7 0.8 0.0
-0.3 -0.4 -0.4
0.0 -0.1 0.0
-0.6 -0.3 -0.1
0.1 -0.4 -0.5
0.7 0.3 -0.1
0.4 0.4 0.4
0.1 -0.3 0.1
-0.2 -0.2 0.0
0.1 -0.3 0.0
0.0 0.1 0.5

Highest occupied orbital energy (hartree): -0.2916
Electronic energy (hartree): -2923.40343
Energy relative to the best compared isomer or geometry (same formula, charge and spin) (kJ/mol): 177.54
2S+1: 1
Max |F| (hartree/bohr): 0.047
Structure (SMILES): CCN(CC)CC.CCN(CC)CC.CCN(CC)CC.CCN(CC)CC.CCN(CC)CC.CCN(CC)CC.CCN(CC)CC.CCN(CC)CC.CCN(CC)CC.CCN(CC)CC
E_LUMO (eV): 0.663

Löwdin population analysis, charges in e, atoms 1 to 6: number 1, C, carries -0.088; number 2, C, carries -0.222; number 3, N, carries -0.200; number 4, C, carries -0.288; number 5, C, carries -0.088; number 6, C, carries -0.256

Record 2
Entry from the OMol25 dataset: an isolated molecule of C3H4F2O at a distorted geometry (ωB97M-V/def2-TZVPD).

Geometry (Å):
F: 1.7208 -0.8043 0.4548
C: 0.7321 0.0530 0.0495
F: 1.3969 1.1021 -0.4936
C: -0.4131 0.4543 0.9433
O: -1.3365 0.0094 -0.0603
C: -0.2711 -0.5231 -0.8784
H: -0.5941 -0.1685 1.8087
H: -0.6464 1.5840 0.9598
H: -0.3277 -0.0503 -1.8595
H: -0.2610 -1.6567 -0.9242

Cartesian forces, eV/Å:
-0.7 0.2 0.4
1.8 0.0 -0.4
0.1 0.5 0.0
-1.5 1.8 -0.3
-0.3 -0.9 -0.7
-1.2 -1.3 -0.7
0.4 0.5 0.7
1.1 -1.7 1.0
0.3 -0.3 -0.1
-0.1 1.3 0.0

Highest occupied orbital energy (hartree): -0.3827
Electronic energy (hartree): -391.62866
Energy relative to the best compared isomer or geometry (same formula, charge and spin) (kJ/mol): 115.87
2S+1: 1
Max |F| (hartree/bohr): 0.046
Structure (SMILES): FC1(F)COC1
E_LUMO (eV): 0.989

natural (NBO) population analysis, charges in e, atoms 1 to 6: number 1, F, carries -0.332; number 2, C, carries 0.634; number 3, F, carries -0.332; number 4, C, carries -0.141; number 5, O, carries -0.526; number 6, C, carries -0.131

Record 3
Entry from the OMol25 dataset: the ion CHN2O3S2 with charge -1 at a distorted geometry (ωB97M-V/def2-TZVPD).

Geometry (Å):
N: 1.7584 2.6736 0.2421
C: 1.1303 1.9101 0.7983
N: 0.4275 1.0967 1.4424
S: -0.2459 -0.1997 0.5953
O: -1.4037 -0.5079 1.4157
O: 0.5605 -1.4261 0.3487
O: -0.8287 -0.0276 -1.0041
S: -1.0365 -1.2176 -2.2218
H: -0.3620 -2.3014 -1.6166

Cartesian forces, eV/Å:
2.2 2.7 -1.7
0.6 0.2 -0.7
-3.2 -4.3 -0.4
-0.6 -3.9 1.5
0.2 0.6 -0.8
0.3 2.3 0.6
0.0 1.4 0.1
1.1 -0.4 2.0
-0.6 1.3 -0.5

Highest occupied orbital energy (hartree): -0.1929
Electronic energy (hartree): -1170.29532
Total charge: -1
Energy relative to the best compared isomer or geometry (same formula, charge and spin) (kJ/mol): 99.51
2S+1: 1
Max |F| (hartree/bohr): 0.104
Structure (SMILES): N#CN=[S@](=O)([O-])OS
E_LUMO (eV): 2.699

natural (NBO) population analysis, charges in e, atoms 1 to 6: number 1, N, carries -0.514; number 2, C, carries 0.391; number 3, N, carries -0.819; number 4, S, carries 2.354; number 5, O, carries -0.949; number 6, O, carries -0.978